117
Properties=species:S:1:pos:R:3 method="wB97M-V/def2-TZVPD" s2=8.7833 e_lumo_ev="0.482 / -2.357" energy_ev=-230064.5040 spin_multiplicity=6 homo_lumo_gap_ev="7.5 / 5.4" relative_energy_kcal_mol=10.8
Pd 1.1861 1.8096 -0.7238
O 3.1523 3.0710 -0.6132
N 3.0454 4.2894 -1.0699
C 3.9982 5.1841 -0.7151
C 4.0068 6.4653 -1.1950
C 2.9986 6.8663 -2.0707
C 2.0194 5.9630 -2.4084
C 2.0250 4.6617 -1.8928
S 0.7636 3.5583 -2.3073
H 4.7447 4.7872 -0.0447
H 4.7951 7.1401 -0.8965
H 2.9892 7.8699 -2.4728
H 1.2172 6.2248 -3.0833
C 2.2645 -2.0534 5.8587
C 1.2066 -1.1069 5.3632
C 1.3819 0.2702 5.4258
C 0.4120 1.1505 4.9627
C 0.6407 2.6358 5.0294
C -0.7644 0.6342 4.4000
C -0.9549 -0.7558 4.3208
C -2.1879 -1.3483 3.6951
C 0.0316 -1.6004 4.8119
C -1.8384 1.5378 3.9009
C -2.7837 2.1056 4.7492
C -3.8092 2.8776 4.2188
C -3.8950 3.0991 2.8521
C -2.9482 2.5535 1.9868
C -1.9316 1.7855 2.5323
Ge -0.3167 1.0081 1.5419
S 0.9147 2.8508 1.4460
S -0.7113 0.2482 -1.0471
Ge 1.1159 -1.1413 -0.8448
S 2.7915 0.1685 -1.4867
S 1.5582 -1.3766 1.3053
C 1.1036 -2.9354 -1.7470
C 1.8324 -3.1481 -2.9287
C 1.9775 -4.4439 -3.4230
C 1.4209 -5.5216 -2.7600
C 0.6824 -5.3072 -1.6125
C 0.5027 -4.0227 -1.1004
C -0.4090 -3.9334 0.0768
C 0.0005 -4.4049 1.3290
C 1.4395 -4.7448 1.6244
C -0.9495 -4.5809 2.3316
C -2.2901 -4.3047 2.1255
C -3.3254 -4.5893 3.1786
C -2.6708 -3.7784 0.8948
C -1.7594 -3.5998 -0.1352
C -2.2412 -3.1166 -1.4777
C 2.4123 -2.0633 -3.7700
C 3.7962 -1.8944 -3.8575
C 4.7571 -2.7008 -3.0228
C 4.3045 -0.9367 -4.7303
C 3.4745 -0.1551 -5.5154
C 4.0320 0.8663 -6.4696
C 2.0988 -0.3406 -5.4163
C 1.5537 -1.2837 -4.5608
C 0.0585 -1.4588 -4.4864
C -3.0226 2.7638 0.5146
C -3.5371 1.7659 -0.3178
C -4.0518 0.4516 0.2163
C -3.6059 2.0019 -1.6895
C -3.1790 3.1940 -2.2482
C -3.2722 3.4398 -3.7293
C -2.6591 4.1699 -1.4028
C -2.5755 3.9767 -0.0342
C -1.9993 5.0531 0.8461
H 3.0391 -1.5263 6.4136
H 2.7381 -2.5649 5.0170
H 1.8277 -2.8151 6.5058
H 2.3009 0.6695 5.8409
H 1.6114 2.8533 5.4719
H -0.1335 3.1322 5.6162
H 0.6158 3.0677 4.0263
H -3.0305 -0.6599 3.7258
H -2.4630 -2.2714 4.1995
H -1.9931 -1.5983 2.6451
H -0.1204 -2.6740 4.7497
H -2.7257 1.9220 5.8161
H -4.5583 3.2953 4.8801
H -4.7036 3.6944 2.4437
H 2.5404 -4.5886 -4.3371
H 1.5508 -6.5251 -3.1456
H 0.2179 -6.1402 -1.0977
H 2.0959 -4.4718 0.8015
H 1.5541 -5.8130 1.8213
H 1.7698 -4.2020 2.5122
H -0.6234 -4.9652 3.2941
H -2.8662 -4.9007 4.1165
H -3.9862 -5.3903 2.8416
H -3.9465 -3.7124 3.3709
H -3.7138 -3.5325 0.7221
H -3.3297 -3.0837 -1.5068
H -1.8868 -3.7686 -2.2777
H -1.8674 -2.1130 -1.6809
H 4.2446 -3.3069 -2.2788
H 5.4480 -2.0341 -2.5044
H 5.3482 -3.3658 -3.6565
H 5.3794 -0.7946 -4.7821
H 5.1210 0.8671 -6.4530
H 3.6846 1.8671 -6.2059
H 3.6995 0.6581 -7.4879
H 1.4370 0.2667 -6.0255
H -0.4236 -1.0065 -5.3523
H -0.3416 -0.9777 -3.5889
H -0.2140 -2.5138 -4.4460
H -3.9663 0.3902 1.2987
H -3.4943 -0.3804 -0.2187
H -5.1029 0.3264 -0.0527
H -4.0111 1.2253 -2.3311
H -3.7702 2.6133 -4.2346
H -2.2772 3.5543 -4.1646
H -3.8305 4.3555 -3.9309
H -2.3103 5.1071 -1.8247
H -1.6614 5.8956 0.2438
H -1.1504 4.6715 1.4159
H -2.7393 5.4132 1.5632



104
Properties=species:S:1:pos:R:3 method="wB97M-V/def2-TZVPD" e_lumo_ev=3.539 total_charge=-2 energy_ev=-254937.8068 homo_lumo_gap_ev=6.3 relative_energy_kcal_mol=35.7
Sn 0.5500 0.5872 0.4608
Cl -0.5600 1.0214 7.5772
C 0.1630 0.5804 6.0527
C -0.2982 1.1725 4.8909
C 0.2327 0.8579 3.6410
N -0.3774 1.4213 2.5154
C -0.3089 2.7787 2.4073
O -1.1144 3.5161 1.8520
C 0.9954 3.3869 2.9021
C 1.1277 4.2473 3.9827
C 2.4031 4.6352 4.3569
C 3.4905 4.1931 3.6170
C 3.2513 3.3809 2.5176
N 2.0359 2.9719 2.1778
C 1.3166 -0.0507 3.5591
C 1.7435 -0.6657 4.7460
C 1.1739 -0.3589 5.9730
Cl 1.7691 -1.1662 7.3995
N 1.9244 -0.1958 2.3067
C 3.0783 -0.8541 2.1417
O 3.7079 -1.5718 2.9364
C 3.7240 -0.6752 0.7798
C 4.5790 -1.6720 0.3116
C 5.1448 -1.5297 -0.9417
C 4.8704 -0.3812 -1.6742
C 4.0381 0.5722 -1.1107
N 3.4737 0.4320 0.0866
H -1.1159 1.8811 4.9383
H 0.2487 4.5903 4.5128
H 2.5498 5.2697 5.2232
H 4.5017 4.4631 3.8923
H 4.0601 3.0234 1.8874
H 2.5440 -1.3809 4.6990
H 4.7600 -2.5393 0.9316
H 5.7830 -2.3050 -1.3496
H 5.2854 -0.2347 -2.6635
H 3.7955 1.4906 -1.6377
O 0.5112 5.1629 -1.5658
C -0.2548 4.1895 -1.6177
O 0.0482 2.9660 -1.7432
C -1.7632 4.4497 -1.6277
C -2.1920 5.6516 -2.1845
C -3.5300 5.8757 -2.4622
C -4.4581 4.8851 -2.1760
C -4.0460 3.7080 -1.5745
C -2.7051 3.4763 -1.2527
P -2.2528 1.8595 -0.4561
C -3.7061 1.6129 0.6848
C -3.8897 0.3532 1.2613
C -4.7793 0.1533 2.3081
C -5.4923 1.2195 2.8331
C -5.2885 2.4884 2.3077
C -4.3995 2.6825 1.2605
C -2.6322 0.8108 -1.9548
C -2.4161 1.3026 -3.2455
C -2.4221 0.4624 -4.3523
C -2.6253 -0.9021 -4.2032
C -2.8432 -1.4102 -2.9303
C -2.8458 -0.5669 -1.8283
H -1.4369 6.3880 -2.4292
H -3.8483 6.8037 -2.9253
H -5.5057 5.0309 -2.4166
H -4.7831 2.9476 -1.3467
H -3.3015 -0.4893 0.9235
H -4.8854 -0.8376 2.7346
H -6.1694 1.0719 3.6665
H -5.8111 3.3393 2.7301
H -4.2220 3.6888 0.9110
H -2.2276 2.3578 -3.3948
H -2.2542 0.8813 -5.3388
H -2.6037 -1.5625 -5.0623
H -2.9850 -2.4753 -2.7809
H -2.9894 -1.0027 -0.8522
C 1.0355 1.1574 -3.6201
O 1.2764 0.0274 -2.7891
C 1.1728 -1.2026 -3.3135
C 0.9276 -1.4973 -4.6431
C 0.8328 -2.8310 -5.0352
Br 0.5183 -3.2143 -6.8750
C 0.9388 -3.8683 -4.1475
C 1.1747 -3.5744 -2.7961
C 1.3464 -2.2540 -2.3927
O 1.6745 -1.8873 -1.1356
C 1.2127 -4.6771 -1.8257
N 1.6542 -5.8813 -2.0869
C 1.4802 -6.5937 -0.9125
C 1.7746 -7.9239 -0.6182
C 1.4917 -8.3825 0.6554
C 0.9340 -7.5408 1.6299
C 0.6381 -6.2182 1.3582
C 0.9171 -5.7665 0.0735
N 0.7606 -4.5411 -0.5339
H 0.0736 1.0667 -4.1297
H 1.8426 1.2725 -4.3514
H 0.9966 2.0106 -2.9438
H 0.8109 -0.7104 -5.3717
H 0.8404 -4.8999 -4.4522
H 1.8278 -2.6553 -0.5742
H 2.2126 -8.5651 -1.3731
H 1.7075 -9.4124 0.9133
H 0.7366 -7.9377 2.6179
H 0.2214 -5.5558 2.1071
H 0.2231 -3.7565 -0.1543
Br -0.7950 -1.6514 0.9216



16
Properties=species:S:1:pos:R:3 method="wB97M-V/def2-TZVPD" e_lumo_ev="0.816 / -0.557" energy_ev=-16312.4112 homo_lumo_gap_ev="8.7 / 7.1" relative_energy_kcal_mol=76.0
C 0.6182 0.3259 -3.2443
C 1.9805 -0.6979 2.2066
C -0.6500 0.3774 1.8510
C -0.0788 -0.4920 -2.2557
F -1.4179 -0.6632 -2.5514
P 0.9997 0.4101 0.9944
H 0.2495 1.3446 -3.1609
H 0.2187 0.0387 -4.2064
H 1.6641 0.0935 -3.2755
H 2.9751 -0.6197 1.9416
H 1.6614 -1.7587 2.3578
H 1.5404 -0.2964 3.0834
H -0.8672 -0.6614 2.0030
H -1.3534 0.8150 1.1807
H -0.5299 0.8290 2.7876
H 0.1147 -0.6593 -1.1567



12
Properties=species:S:1:pos:R:3 method="wB97M-V/def2-TZVPD" e_lumo_ev=1.037 energy_ev=-6655.8219 homo_lumo_gap_ev=10.1 relative_energy_kcal_mol=49.2
C -1.4691 -0.3864 0.2564
C 1.5850 0.2801 0.1466
H -1.0634 -1.3703 0.2478
H -2.3988 -0.6388 -0.3592
H -1.5047 -0.1440 1.3743
H -0.3991 0.1474 -1.4575
H 0.4528 1.9810 0.4154
H 2.4588 0.8343 0.4984
H 0.8212 -1.3667 -0.3383
N -0.6965 0.5197 -0.5271
N 0.4819 1.0763 -0.0584
N 1.7318 -0.9327 -0.1984



68
Properties=species:S:1:pos:R:3 method="wB97M-V/def2-TZVPD" e_lumo_ev=0.418 energy_ev=-43601.8413 homo_lumo_gap_ev=8.4 relative_energy_kcal_mol=33.9 smiles="CCC(C)(C)NC(=O)[C@H](c1cccn1C)N(C(=O)Cn1nnc2ccccc21)c1ccccc1OC"
C 1.4018 5.0324 -0.0408
H 2.4344 5.1761 0.2697
H 1.2189 5.6650 -0.9046
H 0.7587 5.3554 0.7728
C 1.1712 3.5636 -0.3752
H 1.4023 2.9631 0.5095
H 1.8674 3.2731 -1.1671
C -0.2534 3.2149 -0.8364
N -0.2487 1.7666 -1.0804
C -1.3081 1.0444 -1.4903
O -2.4255 1.4863 -1.6608
C -0.9721 -0.4244 -1.7876
C -2.1417 -1.3552 -1.7543
C -2.3336 -2.4092 -2.6193
C -3.4832 -3.0966 -2.2033
C -3.9515 -2.4389 -1.0980
N -3.1346 -1.3919 -0.8165
C -3.4155 -0.4453 0.2273
H -2.4992 -0.1260 0.7216
H -4.0657 -0.9162 0.9642
H -3.9130 0.4370 -0.1822
H -4.8127 -2.6399 -0.4904
H -3.9132 -3.9661 -2.6599
H -1.7053 -2.6519 -3.4537
N 0.1380 -0.9631 -0.9805
C 1.2993 -1.2505 -1.6069
O 1.5581 -0.8474 -2.7248
C 2.3116 -2.1206 -0.8505
N 2.5591 -1.7198 0.4983
C 2.9849 -0.5114 0.9541
C 3.3593 0.6762 0.3378
C 3.7537 1.6980 1.1713
C 3.7680 1.5542 2.5672
C 3.4012 0.3818 3.1843
C 3.0072 -0.6729 2.3614
N 2.6051 -1.9475 2.6308
N 2.3513 -2.5371 1.5389
H 3.4179 0.2657 4.2554
H 4.0839 2.3950 3.1666
H 4.0658 2.6391 0.7438
H 3.3506 0.7808 -0.7367
H 3.2413 -2.0995 -1.4307
H 1.9283 -3.1444 -0.8254
C -0.1781 -1.3944 0.3390
C -0.1821 -0.4745 1.3759
C -0.5239 -0.8659 2.6592
C -0.8810 -2.1797 2.8959
C -0.8844 -3.1080 1.8701
C -0.5206 -2.7344 0.5818
O -0.4416 -3.5705 -0.4831
C -0.8948 -4.8954 -0.3367
H -0.7987 -5.3448 -1.3234
H -0.2817 -5.4501 0.3804
H -1.9440 -4.9235 -0.0303
H -1.1568 -4.1284 2.0834
H -1.1509 -2.4935 3.8921
H -0.5073 -0.1475 3.4633
H 0.0933 0.5496 1.1705
H -0.5903 -0.4266 -2.8201
H 0.6568 1.3255 -1.1323
C -0.6214 3.9389 -2.1335
H -0.6976 5.0090 -1.9674
H 0.1274 3.7498 -2.8998
H -1.5824 3.5754 -2.4862
C -1.2833 3.5193 0.2536
H -2.2547 3.1445 -0.0541
H -1.3620 4.5901 0.4125
H -1.0022 3.0420 1.1904



17
Properties=species:S:1:pos:R:3 method="wB97M-V/def2-TZVPD" e_lumo_ev=-4.507 total_charge=+1 energy_ev=-85428.2076 homo_lumo_gap_ev=9.8 relative_energy_kcal_mol=0.0
C -0.6013 0.3180 -0.0334
C 0.2979 -1.9420 -0.4189
C 2.0496 0.6154 0.4252
C -1.8195 1.2579 -0.1062
N -0.7767 -1.0078 -0.0819
N 0.5535 0.9756 0.0572
F -2.4538 1.1098 1.0582
F -2.6018 0.9354 -1.1295
F -1.4610 2.5044 -0.2008
Br -2.4622 -1.7431 0.2260
H 0.0619 -2.9590 -0.8240
H 1.0123 -1.3474 -1.1182
H 0.9244 -2.2142 0.4073
H 2.3756 1.1823 1.3030
H 2.5548 0.8222 -0.4765
H 1.9582 -0.4467 0.7066
H 0.3879 1.9392 0.2059



9
Properties=species:S:1:pos:R:3 method="wB97M-V/def2-TZVPD" e_lumo_ev="-1.299 / -1.431" energy_ev=-20229.1138 homo_lumo_gap_ev="7.4 / 7.0" relative_energy_kcal_mol=83.5
C 0.0719 -0.8574 -0.0243
C -1.0761 -0.0688 -0.0391
C 2.4305 -0.1072 0.4041
N 1.2920 -0.3575 0.0275
O -2.7461 1.9194 -0.0797
F 3.4628 0.2082 -0.3037
S -1.2991 1.6423 -0.0268
H -0.1681 -1.8668 0.0370
H -1.9679 -0.5123 0.0049



18
Properties=species:S:1:pos:R:3 method="wB97M-V/def2-TZVPD" e_lumo_ev=0.610 energy_ev=-24955.9941 homo_lumo_gap_ev=7.6 relative_energy_kcal_mol=81.3
C -0.6094 1.0443 0.1380
C 0.7966 1.1135 -0.1630
C -1.4461 -0.0406 -0.0189
C 1.4604 -1.8542 0.1851
C -2.9305 -0.0336 0.1061
C 3.4932 0.3694 0.1020
P 1.8057 -0.1926 -0.0467
P -0.4440 -1.6709 -0.0693
H -1.1111 2.0211 0.3790
H 1.2479 2.1179 -0.0933
H -3.3514 0.7507 0.8424
H -3.1122 -1.0337 0.4990
H -3.3193 0.0364 -0.9856
H 4.1609 -0.4958 -0.0901
H 3.7193 0.9600 0.9787
H 3.4829 0.9451 -0.8327
H -0.8483 -2.6543 1.0983
H -0.8265 -2.6535 -1.0585



113
Properties=species:S:1:pos:R:3 method="wB97M-V/def2-TZVPD" e_lumo_ev=-1.101 energy_ev=-545367.1025 homo_lumo_gap_ev=7.0
C 4.5198 4.5467 -2.2205
C 3.1096 4.7862 -2.8314
F 3.2834 4.9484 -4.2093
C 2.2727 3.5316 -2.5412
C 0.8112 3.6154 -2.9805
C 0.1768 4.7950 -3.5077
C -1.1418 4.7758 -3.9022
P -1.7942 6.3657 -4.6032
N -2.7123 6.2211 -5.8705
C -1.9589 3.5899 -3.7759
N -3.2658 3.6714 -4.1581
C -3.8764 2.5072 -4.0313
C -3.2801 1.3020 -3.5209
B -4.1529 -0.0354 -3.4236
O -5.5019 -0.0196 -3.8230
O -3.6150 -1.2399 -2.9960
N -2.0012 1.2332 -3.1464
C -1.3426 2.4199 -3.2665
C 0.0489 2.4554 -2.8834
C 0.6801 1.1520 -2.3733
O 1.0609 0.3986 -3.5362
C 2.2827 -0.2487 -3.3382
O 3.3428 0.4935 -3.9060
C 4.5839 0.0735 -3.3547
C 5.7524 1.0227 -3.7454
O 5.3866 1.9769 -4.7323
H 5.0398 3.7187 -2.7310
H 4.3474 4.1818 -1.1875
H 5.1181 5.4657 -2.1589
H 2.7276 5.7123 -2.3700
H 2.3139 3.2818 -1.4649
H 2.7304 2.7054 -3.1235
H 0.7676 5.7140 -3.5987
H -0.6424 7.1115 -4.9923
H -2.4556 7.0696 -3.5528
H -2.8377 5.2392 -6.0953
H -4.9353 2.4656 -4.3185
H -5.9550 0.4974 -3.1368
H -3.7252 -1.3392 -2.0387
H 1.5139 1.3355 -1.6791
H -0.0704 0.5646 -1.8163
H 2.4497 -0.4870 -2.2670
H 2.2314 -1.2279 -3.8629
H 4.4845 0.1072 -2.2495
H 4.8391 -0.9607 -3.6624
H 6.5948 0.4232 -4.1436
H 6.1114 1.5278 -2.8252
H 5.9787 2.7358 -4.6697
C -1.5974 -0.1421 -6.4602
Cl -2.5891 0.2983 -7.8550
Cl -1.5183 -1.8978 -6.2820
Cl 0.0197 0.5416 -6.5987
H -2.0605 0.2675 -5.5717
C -4.5616 -3.1029 0.7109
Cl -4.7839 -3.3715 2.4336
Cl -6.0876 -3.2736 -0.1579
Cl -3.8545 -1.5036 0.4204
H -3.8738 -3.8488 0.3378
C -0.3480 4.4255 0.9061
Cl -1.3424 3.4581 2.0030
Cl -0.3500 3.7151 -0.7250
Cl -0.9065 6.1012 0.8663
H 0.6720 4.4153 1.2735
C -0.2253 -1.3635 1.0524
Cl 0.1318 -1.8361 2.7139
Cl -0.8008 0.3022 0.9871
Cl 1.2036 -1.5566 0.0311
H -1.0059 -2.0126 0.6745
C -1.0103 0.2108 6.0222
Cl -2.4530 -0.5734 6.6751
Cl 0.4078 -0.8184 6.2428
Cl -1.2310 0.6020 4.3172
H -0.8519 1.1307 6.5635
C -1.8827 -6.2320 -0.6539
Cl -0.4846 -7.1626 -0.1219
Cl -3.3273 -6.7076 0.2554
Cl -1.5647 -4.4995 -0.4979
H -2.0563 -6.4475 -1.7014
C -5.3894 0.6673 8.9995
Cl -5.5906 0.3786 10.7297
Cl -6.9290 0.4877 8.1551
Cl -4.7023 2.2671 8.7101
H -4.7002 -0.0721 8.6099
C -4.5326 -6.8310 4.7438
Cl -3.9974 -6.3908 3.1210
Cl -3.1493 -7.2136 5.7723
Cl -5.4948 -5.5316 5.4564
H -5.1557 -7.7144 4.6702
C 3.4126 0.3043 2.5195
Cl 3.9718 0.7967 0.9140
Cl 4.7808 -0.0629 3.5670
Cl 2.3931 1.5598 3.2313
H 2.8153 -0.5945 2.4093
C -3.8634 -9.0082 9.0838
Cl -5.2372 -9.1612 7.9868
Cl -4.2158 -7.8466 10.3648
Cl -3.4333 -10.5780 9.7669
H -3.0167 -8.6411 8.5160
C 1.6465 1.2719 9.6461
Cl 0.6129 1.8790 8.3430
Cl 1.6954 -0.4909 9.6393
Cl 3.2724 1.9411 9.5082
H 1.2238 1.5957 10.5893
C 2.9889 -1.6286 -8.0769
Cl 3.5587 -0.6815 -6.7040
Cl 3.8644 -1.1904 -9.5475
Cl 3.1478 -3.3597 -7.7517
H 1.9385 -1.4073 -8.2281
C 7.4115 -2.9348 3.6210
Cl 7.2164 -1.7473 4.9184
Cl 6.2121 -2.6812 2.3509
Cl 9.0444 -2.8617 2.9559
H 7.2587 -3.9218 4.0398